(1)
DFT (wB97M-V/def2-TZVPD) results for a 2-piece molecular cluster, CH2ClN3O3 overall in a non-equilibrium geometry.

Each line ends with the Mulliken charge.
Positions of all 10 atoms, in Å:
1 C -0.98 -0.15 0.17  0.71
2 N -1.13 -1.19 0.77  -0.45
3 N 1.55 0.00 -0.36  -0.55
4 N 2.34 0.92 0.09  1.14
5 O -0.93 0.93 -0.31  -0.54
6 O 1.72 2.15 -0.01  -0.45
7 O 3.35 0.70 0.64  -0.63
8 Cl 2.07 -1.58 -0.25  -0.04
9 H 0.85 1.72 -0.52  0.52
10 H -1.00 -2.14 0.53  0.29

Computed properties:
- SMILES: [O-]/[N+](O)=N\Cl.N=C=O
- Net charge: 0
- LUMO: 0.0135 hartree
- 2S+1: 1
- ΔE to the lowest compared entry with this formula, charge and spin: 0.659 eV
- E_HOMO: -10.16 eV



(2)
DFT (wB97M-V/def2-TZVPD) results for a 2-piece molecular cluster, CH2ClNO overall in a non-equilibrium geometry.

Each line ends with the Mulliken charge.
Positions of all 6 atoms, in Å:
1 C -1.03 0.17 -0.01  -0.61
2 N 1.47 -0.84 -0.48  0.09
3 O 2.24 -0.40 0.26  -0.17
4 Cl -0.64 1.80 0.09  -0.10
5 H -1.70 -0.29 0.74  0.32
6 H -0.33 -0.43 -0.60  0.49

Computed properties:
- Net charge: 0
- LUMO (alpha / beta): 0.0033 / -0.0241 hartree
- 2S+1: 1
- ΔE to the lowest compared entry with this formula, charge and spin: 4.635 eV
- E_HOMO (alpha / beta): -8.49 / -8.89 eV



(3)
DFT (wB97M-V/def2-TZVPD) results for one molecule with the formula CH2ClNO2S2 in a non-equilibrium geometry.

Each line ends with the Mulliken charge.
Positions of all 9 atoms, in Å:
1 C -2.79 -0.04 0.39  0.34
2 N -0.58 -0.26 -0.92  -0.55
3 O -0.05 1.92 0.42  -0.49
4 O -1.78 0.27 1.20  -0.24
5 S -3.31 -1.54 0.17  -0.19
6 S -0.39 0.54 0.36  0.78
7 Cl -3.38 1.29 -0.53  -0.08
8 H 0.05 0.08 -1.62  0.25
9 H 0.35 -0.10 1.36  0.18

Computed properties:
- SMILES: N=[S@@H](=O)OC(=S)Cl
- Net charge: 0
- LUMO: -0.0296 hartree
- 2S+1: 1
- ΔE to the lowest compared entry with this formula, charge and spin: 2.356 eV
- E_HOMO: -9.53 eV



(4)
DFT (wB97M-V/def2-TZVPD) results for one molecule with the formula CH2ClNOS2 in a non-equilibrium geometry.

Each line ends with the Mulliken charge.
Positions of all 8 atoms, in Å:
1 C 1.10 0.40 0.36  0.28
2 N 0.26 -0.41 0.87  -0.30
3 O 1.12 0.88 -0.85  -0.32
4 S -1.62 -2.46 0.06  -0.19
5 S -1.35 -0.66 0.74  0.37
6 Cl -1.89 0.83 -0.87  -0.38
7 H 2.13 0.62 1.00  0.26
8 H 0.26 0.80 -1.30  0.28

Computed properties:
- Net charge: 0
- LUMO: -0.0451 hartree
- 2S+1: 1
- ΔE to the lowest compared entry with this formula, charge and spin: 0.262 eV
- E_HOMO: -9.44 eV